Entry 1:
Density functional theory data (the ωB97M-V functional and the def2-TZVPD basis) for a cluster of 10 separate species, C38H57O29 in total in a non-equilibrium geometry.

XYZ file:
```
124
Properties=species:S:1:pos:R:3
O -2.651 0.944 -5.994
O -0.582 -4.823 1.104
O 3.565 1.897 -4.691
O 0.744 -6.663 0.978
O -0.760 0.227 -0.898
O -1.221 -0.504 -5.058
O -3.624 -2.941 4.476
O 3.318 -4.063 2.978
O 0.209 7.013 1.028
O -4.824 1.848 0.904
O 1.252 -3.338 3.640
O -0.771 1.606 -4.943
O -5.547 2.052 3.054
O 1.239 -4.737 -0.189
O 5.015 1.803 -2.947
O 2.231 1.173 4.641
O -7.202 0.197 -2.800
O -3.416 2.257 2.564
O -6.050 -0.833 -1.181
O 3.901 0.022 -3.499
O 0.007 0.070 1.197
O 0.297 4.758 0.777
O -4.020 -1.671 2.658
O 3.216 2.258 6.366
O 1.883 -5.532 3.963
O 2.459 3.355 4.507
O -5.429 -1.064 -3.245
O -5.159 -3.628 2.920
O -0.058 6.078 -1.002
C 0.299 -3.362 -1.972
C 5.300 1.213 -0.469
C -3.477 2.501 -1.071
C 3.351 -2.685 2.924
C 1.562 0.179 -0.608
C -3.521 1.801 0.287
C -2.849 -1.111 3.276
C 1.934 -2.221 3.033
C -2.595 2.378 1.395
C 2.108 -4.447 3.571
C -0.662 -3.553 0.412
C 0.935 -1.428 -4.753
C 0.296 0.998 -4.227
C -0.428 4.739 -1.453
C -4.941 -1.622 -1.083
C 4.001 -2.189 1.617
C -3.108 -1.530 -2.798
C 0.253 3.901 -0.382
C 4.113 1.301 -3.808
C 0.496 -5.492 0.658
C -2.829 -1.786 4.644
C -4.652 2.030 2.215
C 2.670 2.264 5.275
C -4.571 -1.944 -2.474
C 4.743 -0.445 -2.502
C -6.304 -0.501 -2.426
C 0.142 4.500 -2.869
C -1.460 -2.276 4.940
C -1.607 0.713 -5.376
C 5.497 0.814 -2.004
C 1.957 2.975 3.231
C -0.126 -0.506 -4.240
C 0.142 0.142 -0.074
C 0.157 6.029 0.311
C 1.743 1.478 3.384
C 0.576 -3.535 -0.505
C -4.347 -2.797 3.315
C 2.976 3.316 2.132
H -1.420 -2.703 5.939
H -0.199 2.930 -0.146
H -0.419 -0.715 -3.201
H -0.082 5.373 -3.471
H 2.476 2.985 1.224
H 0.706 1.153 3.339
H 2.231 0.873 2.602
H -1.767 1.684 1.566
H -5.196 -2.516 -0.497
H 1.015 3.517 3.101
H 5.038 -2.491 1.577
H -3.710 3.566 -1.111
H -1.505 4.667 -1.366
H 0.555 -2.445 -4.848
H -0.784 -1.428 4.837
H -0.610 -2.738 1.133
H -2.481 2.230 -1.443
H -0.333 3.646 -3.347
H 5.481 -1.097 -2.984
H 2.187 -0.233 0.190
H 1.400 -1.927 2.106
H -0.319 -4.174 -2.347
H 5.743 2.190 -0.258
H 1.248 1.178 -4.756
H -2.270 3.417 1.309
H 1.213 4.278 -2.966
H -3.270 0.742 0.184
H 5.707 0.386 0.121
H -4.172 -1.048 -0.572
H -1.952 -1.341 2.713
H -4.184 2.098 -1.810
H -4.786 -2.970 -2.817
H -2.898 -1.734 -3.856
H 1.548 -0.549 -1.422
H -2.341 -2.074 -2.246
H -2.957 -0.042 3.392
H 1.832 -1.392 -4.146
H 1.253 -2.733 -0.191
H 1.272 3.671 -0.714
H -0.096 -2.352 -1.991
H 1.227 -1.163 -5.778
H 3.993 -2.282 3.708
H 1.819 -1.409 3.759
H -2.989 -0.479 -2.537
H 3.161 4.377 2.009
H 3.469 -2.423 0.699
H 3.914 2.769 2.288
H 4.233 1.211 -0.201
H 0.312 1.386 -3.206
H 6.536 0.660 -2.265
H 1.893 1.154 -0.991
H -1.561 -3.593 -0.194
H -1.177 -3.082 4.275
H 4.113 -1.104 1.678
H 4.189 -1.004 -1.747
H 1.213 -3.348 -2.566
H -3.289 -1.149 5.405
```

Values from the calculation:
**ΔE to the lowest compared entry with this formula, charge and spin**: 159.9 kJ/mol
**Charge**: -1
**Electronic energy**: -99713.1141 eV

=====

Entry 2:
Density functional theory data (the ωB97M-V functional and the def2-TZVPD basis) for a structure of composition C38H61AsMoN6O2Si3 in a non-equilibrium geometry.

XYZ file:
```
112
Properties=species:S:1:pos:R:3
Mo -0.248 -0.333 0.681
As -0.638 0.577 -3.046
Si 1.457 0.120 -4.064
Si -1.306 2.709 -3.848
Si -2.137 -0.869 -4.182
O 2.421 -1.012 5.316
O 1.913 -1.368 8.622
N 1.941 -0.325 0.802
N -2.146 -0.351 1.005
N -0.748 0.752 2.576
N 1.722 -2.691 6.665
N -0.100 -1.835 2.288
N 0.292 1.495 0.231
C -2.747 -0.345 2.237
C 1.943 3.142 -0.329
C -1.895 0.431 3.135
C -2.320 0.856 4.432
C 1.619 1.895 0.154
C 2.737 1.122 -3.105
C -4.746 -0.988 3.605
C -2.991 3.075 -3.085
C -1.773 -1.061 -6.016
C 2.304 -2.866 0.939
C 0.017 1.939 2.926
C -1.417 2.904 -5.713
C -3.974 -0.923 2.428
C 1.572 0.539 -5.888
C -0.727 -3.909 3.280
C -2.176 -0.993 -0.183
C 0.652 -1.574 3.358
C 2.559 -2.285 7.788
C 1.712 -1.983 5.521
C -3.423 0.478 5.139
C 2.530 0.841 0.564
C 0.400 -1.980 -0.576
C 1.863 -1.708 -3.807
C 1.289 -3.144 -0.165
C 3.186 3.752 -0.572
C 2.874 -1.459 0.961
C -2.031 -2.584 -3.396
C -4.498 -0.380 4.801
C 0.772 -2.441 4.430
C 0.066 -3.639 4.386
C -0.785 -2.987 2.253
C 3.940 1.038 0.713
C -0.414 3.077 1.975
C -0.691 2.541 0.562
C 4.437 3.294 -0.280
C -3.895 -0.239 -3.910
C 4.748 2.079 0.354
C -0.098 4.002 -3.190
H 1.898 -3.135 1.912
H 0.946 3.752 -3.376
H 0.947 -0.115 -6.497
H -2.612 -3.275 -4.011
H -2.355 -2.068 -0.218
H 0.363 3.842 1.960
H 1.103 3.745 -0.642
H 3.126 4.724 -1.045
H -5.226 -0.534 5.587
H -1.648 1.528 4.946
H 2.728 0.850 -2.047
H -1.925 2.076 -6.207
H 3.483 -1.885 7.372
H 2.500 -2.057 -4.623
H -1.682 2.096 0.506
H 5.796 1.935 0.590
H -2.462 -2.611 -2.393
H 2.605 0.406 -6.216
H 3.163 -3.528 0.809
H -2.503 -0.433 -1.057
H -3.803 2.625 -3.654
H -4.230 0.371 -4.750
H -3.065 2.721 -2.055
H -0.962 -1.774 -6.177
H 5.271 3.935 -0.531
H -2.656 -1.454 -6.525
H -0.232 4.174 -2.119
H -0.437 3.024 -6.174
H 1.215 -0.651 3.366
H 3.603 -1.386 0.147
H -1.016 -2.974 -3.344
H -1.369 -3.180 1.364
H 1.080 1.714 2.807
H -4.576 -1.089 -3.837
H 0.664 -3.988 0.136
H 2.775 -3.172 8.381
H 3.432 -1.340 1.897
H 0.984 -2.349 -3.789
H -1.988 3.810 -5.928
H 4.470 0.231 1.195
H -1.285 -4.831 3.203
H 1.288 1.569 -6.101
H 1.810 -3.487 -1.065
H -0.682 3.332 -0.191
H -4.007 0.358 -3.005
H -1.497 -0.126 -6.501
H 0.139 -4.371 5.178
H -3.488 0.898 6.136
H 2.415 -1.868 -2.879
H -1.322 3.551 2.355
H -0.437 -2.372 -1.149
H -0.121 2.248 3.961
H 0.981 -3.345 6.855
H -5.656 -1.567 3.528
H -0.300 4.950 -3.694
H 2.039 -0.479 8.273
H 2.560 2.196 -3.175
H -3.158 4.153 -3.079
H 0.946 -1.293 -1.245
H 3.739 0.927 -3.491
H -4.408 -1.387 1.549
```

Values from the calculation:
**ΔE to the lowest compared entry with this formula, charge and spin**: 6.9 kJ/mol
**Charge**: +2
**Electronic energy**: -139747.2771 eV

=====

Entry 3:
Density functional theory data (the ωB97M-V functional and the def2-TZVPD basis) for a cluster of 8 separate species, C38H62F16N10O9 in total in a non-equilibrium geometry.

XYZ file:
```
135
Properties=species:S:1:pos:R:3
F -4.047 0.327 -0.232
F -5.491 -1.308 3.728
F -6.553 3.061 0.788
F -0.652 -8.099 2.309
F 2.026 -5.434 2.274
F -6.343 1.653 -1.266
F 0.501 -7.305 4.364
F -4.643 3.211 -0.658
F -7.139 0.097 1.098
F 0.834 -4.535 0.073
F 0.548 -6.901 -0.092
F -3.682 -1.318 2.175
F 1.734 -7.967 2.385
F -0.084 -4.747 3.146
F -3.863 1.855 1.667
F -6.021 1.038 2.982
O -3.344 4.731 -4.722
O -5.736 8.251 0.535
O 6.502 3.435 2.716
O -5.239 -5.886 1.298
O -4.961 1.523 -8.207
O 3.839 -1.640 -1.381
O -1.399 -5.500 -2.178
O 9.324 -2.421 1.553
O 5.202 -4.811 3.040
N -1.217 -2.603 -4.013
N 9.082 -0.209 1.846
N -3.586 6.943 -4.429
N 5.564 -2.827 -0.572
N 4.778 3.500 1.279
N -3.303 2.159 -9.580
N -5.370 6.332 1.641
N -1.786 -0.457 -3.014
N -0.569 -2.031 -1.610
N 6.055 -5.741 4.896
C 9.133 -1.484 2.326
C 0.090 -5.694 0.692
C -3.115 -2.503 -2.229
C -3.909 2.141 -8.358
C 8.870 1.016 2.581
C -5.789 0.205 1.742
C 0.549 -5.754 2.264
C -5.651 2.254 -0.065
C 3.662 -2.332 0.905
C -1.507 -5.431 0.438
C -3.797 8.167 -3.694
C -3.108 -3.735 -1.148
C 5.917 4.029 1.812
C -1.939 -4.931 -1.098
C 5.013 -5.227 4.181
C -4.209 -3.886 -0.114
C -4.798 1.095 0.787
C 6.413 5.336 1.261
C 3.953 4.036 0.223
C -2.077 2.819 -9.960
C -3.534 5.668 -3.949
C 3.659 -5.193 4.832
C 0.465 -7.309 2.875
C -5.172 -1.224 2.254
C -2.607 -5.593 1.428
C 6.041 -6.276 6.237
C -1.638 -1.955 -2.678
C -5.136 5.488 2.789
C 8.951 -1.690 3.804
C -3.716 5.461 -2.471
C -3.252 2.891 -7.233
C 6.319 -3.564 0.413
C -4.150 -5.205 0.915
C -5.546 7.684 1.609
C -5.483 -2.870 0.050
C -5.498 8.434 2.911
C -5.936 -2.555 1.593
C 4.345 -2.233 -0.430
H -5.380 -1.842 -0.499
H 7.967 -1.330 4.113
H 6.739 -5.692 6.841
H -5.940 4.750 2.835
H -7.122 -2.418 1.569
H -4.701 5.822 -2.161
H -3.926 7.995 -2.625
H 3.476 -3.380 1.154
H -2.305 3.521 -10.766
H 9.213 -0.151 0.842
H -3.753 -1.572 -1.922
H 6.385 -7.312 6.192
H 9.018 -2.757 4.035
H 4.508 2.619 1.702
H -1.617 3.357 -9.129
H -2.928 5.984 -1.921
H -5.105 6.052 3.722
H 0.160 -1.298 -1.813
H 7.327 5.630 1.785
H 6.488 -4.572 0.026
H -3.650 4.395 -2.240
H -3.186 3.954 -7.480
H 3.693 -4.574 5.733
H 6.933 -5.731 4.391
H -1.475 0.138 -2.215
H 6.643 5.231 0.198
H -0.875 -3.578 -3.864
H -5.741 -3.428 2.357
H 7.282 -3.064 0.544
H -4.689 8.653 -4.096
H -5.416 5.899 0.726
H 7.978 1.502 2.179
H 9.736 1.662 2.418
H 2.945 4.179 0.621
H 3.918 3.301 -0.585
H -3.805 1.633 -10.285
H 9.739 -1.168 4.354
H 5.050 -6.241 6.690
H -5.654 9.500 2.725
H -2.358 -5.970 2.508
H -4.184 4.973 2.642
H -6.290 8.080 3.576
H -2.257 2.481 -7.041
H -3.851 2.784 -6.324
H -3.455 7.000 -5.432
H 5.662 6.116 1.414
H 2.701 -1.811 0.864
H -1.384 2.060 -10.330
H -0.044 -2.944 -1.732
H -2.756 -0.240 -3.330
H -6.412 -3.419 -0.463
H 4.278 -1.860 1.676
H 8.741 0.844 3.650
H -3.625 -2.933 -3.219
H 5.806 -3.623 1.374
H -0.379 -2.087 -4.400
H 5.959 -2.717 -1.499
H 2.932 -4.757 4.140
H -4.519 8.305 3.381
H 3.336 -6.208 5.078
H -2.932 8.814 -3.857
H 4.331 4.984 -0.162
```

Values from the calculation:
**SMILES**: NC(N)(N)CC1=C(CCC(F)(F)C(F)(F)C(F)(F)C(F)(F)F)C(=O)C=C(C(F)(F)C(F)(F)C(F)(F)F)C1=O.CNC(C)=O.CNC(C)=O.CNC(C)=O.CNC(C)=O.CNC(C)=O.CNC(C)=O.CNC(C)=O
**Electronic energy**: -117207.1417 eV